# 1
The following is a DFT calculation (ωB97M-V/def2-TZVPD) of C39H23F4GeN7NiOS as an isolated structure at a distorted geometry.

Last column: Löwdin charge in e.
Positions of all 77 atoms, in Å:
1 Ni 0.23 0.58 0.52  0.49
2 N 2.73 -1.56 3.45  0.05
3 C 2.21 -0.96 2.32  -0.69
4 S 0.85 -1.91 1.63  0.87
5 N 2.77 0.09 1.87  0.03
6 N 2.22 0.83 0.85  -0.07
7 C 3.05 1.42 0.08  -0.07
8 C 2.69 2.28 -1.02  -0.15
9 C 3.72 3.02 -1.63  -0.07
10 C 3.50 3.87 -2.68  -0.13
11 C 2.20 3.98 -3.19  -0.11
12 C 1.17 3.27 -2.64  -0.03
13 C 1.35 2.40 -1.53  -0.37
14 O 0.34 1.76 -1.07  -0.11
15 H 2.07 -2.11 3.96  0.07
16 H 3.27 -0.92 4.01  0.09
17 H 4.11 1.26 0.26  0.12
18 H 4.73 2.90 -1.23  0.10
19 H 4.31 4.45 -3.11  0.08
20 H 2.01 4.64 -4.03  0.09
21 H 0.16 3.33 -3.04  0.11
22 F 0.11 2.32 2.05  0.05
23 C -0.47 2.73 3.21  -0.13
24 C -0.09 3.96 3.71  -0.16
25 F 0.78 4.68 2.98  0.09
26 C -0.55 4.46 4.94  -0.07
27 C -1.43 3.58 5.59  -0.16
28 C -1.81 2.36 5.08  -0.17
29 F -2.68 1.63 5.79  0.09
30 C -1.35 1.87 3.86  -0.07
31 C -1.74 0.57 3.30  -0.20
32 C -1.68 0.37 1.93  -0.21
33 N -1.72 0.27 0.76  0.15
34 C -2.13 -0.54 4.07  -0.26
35 N -2.45 -1.48 4.67  0.10
36 F -1.94 3.94 6.78  0.08
37 C -0.16 5.74 5.47  -0.23
38 C -0.56 6.22 6.74  -0.29
39 N -0.83 6.68 7.77  0.08
40 C 0.66 6.67 4.80  -0.29
41 N 1.33 7.49 4.33  0.08
42 C 0.84 -1.32 -0.06  -0.68
43 Ge -0.30 -2.21 -1.37  0.96
44 C -0.31 -4.20 -1.30  -0.26
45 C 0.40 -4.92 -0.34  -0.11
46 C 0.36 -6.31 -0.30  -0.10
47 C -0.38 -7.00 -1.25  -0.12
48 C -1.09 -6.31 -2.21  -0.10
49 C -1.07 -4.92 -2.23  -0.12
50 C -2.22 -1.80 -1.46  -0.30
51 C -3.13 -2.46 -0.64  -0.12
52 C -4.48 -2.13 -0.68  -0.10
53 C -4.93 -1.14 -1.55  -0.11
54 C -4.03 -0.49 -2.38  -0.10
55 C -2.68 -0.82 -2.33  -0.11
56 C 0.49 -1.61 -3.08  -0.25
57 C 0.18 -2.20 -4.30  -0.11
58 C 0.72 -1.72 -5.49  -0.11
59 C 1.58 -0.64 -5.48  -0.11
60 C 1.90 -0.03 -4.27  -0.07
61 C 1.36 -0.52 -3.09  -0.09
62 H 1.85 -1.46 -0.43  0.01
63 H 0.98 -4.38 0.40  0.06
64 H 0.90 -6.85 0.46  0.10
65 H -0.40 -8.09 -1.23  0.09
66 H -1.68 -6.84 -2.95  0.09
67 H -1.67 -4.38 -2.95  0.09
68 H -2.78 -3.22 0.05  0.10
69 H -5.17 -2.63 -0.02  0.10
70 H -5.98 -0.88 -1.57  0.09
71 H -4.38 0.28 -3.05  0.09
72 H -1.97 -0.28 -2.95  0.10
73 H -0.50 -3.04 -4.33  0.08
74 H 0.46 -2.20 -6.43  0.09
75 H 1.99 -0.26 -6.41  0.09
76 H 2.55 0.83 -4.25  0.10
77 H 1.60 -0.02 -2.16  0.07

Results
Charge: -2
2S+1: 3
Highest occupied orbital energy (spin up / spin down), hartree: -0.0613 / -0.0632
Relative energy (zero: lowest compared OMol25 entry of this formula, charge and spin), kcal per mole: 8.6
Gap between HOMO and LUMO (spin up / spin down), eV: 5.51 / 5.56

# 2
The following is a DFT calculation (ωB97M-V/def2-TZVPD) of C39H25F5N6O7S4Ti as an isolated structure.

Last column: Löwdin charge in e.
Positions of all 87 atoms, in Å:
1 Ti 0.51 -0.12 -0.52  1.07
2 F -4.53 -4.49 -1.90  0.13
3 C -3.32 -4.09 -1.51  -0.14
4 C -3.15 -2.87 -0.89  -0.14
5 F -4.19 -2.06 -0.68  0.13
6 C -1.88 -2.49 -0.50  -0.23
7 F -1.73 -1.29 0.10  0.04
8 C -0.75 -3.26 -0.71  -0.51
9 S 0.83 -2.66 -0.19  0.79
10 C -0.95 -4.49 -1.33  -0.24
11 F 0.08 -5.30 -1.57  0.10
12 C -2.21 -4.90 -1.72  -0.14
13 F -2.37 -6.08 -2.32  0.13
14 O 0.41 -1.82 3.47  0.07
15 C 1.37 -1.04 4.01  -0.25
16 C 1.72 -1.34 5.33  -0.01
17 C 2.69 -0.62 5.97  -0.07
18 C 3.36 0.42 5.32  -0.09
19 C 3.01 0.73 4.03  -0.03
20 C 2.01 0.02 3.35  -0.07
21 C 1.67 0.41 1.97  -0.39
22 O 0.66 -0.20 1.39  -0.26
23 N 2.33 1.33 1.36  0.07
24 N 1.82 1.51 0.05  -0.15
25 C 2.20 2.62 -0.48  -0.86
26 S 3.15 3.78 0.41  0.98
27 C 3.30 4.91 -1.00  -0.51
28 C 2.03 4.83 -1.82  -0.48
29 S 1.72 3.07 -2.09  1.03
30 H 0.30 -1.60 2.53  0.06
31 H 1.20 -2.15 5.81  0.12
32 H 2.95 -0.87 6.99  0.11
33 H 4.13 0.98 5.82  0.10
34 H 3.51 1.53 3.50  0.11
35 H 4.17 4.63 -1.59  0.08
36 H 3.46 5.92 -0.59  0.08
37 H 2.16 5.28 -2.80  0.09
38 H 1.18 5.28 -1.32  0.08
39 C -2.90 12.52 -2.62  -0.08
40 O -3.45 11.44 -3.35  -0.08
41 C -3.08 10.18 -2.99  -0.28
42 C -3.66 9.15 -3.75  0.01
43 C -3.36 7.84 -3.47  -0.02
44 C -2.48 7.54 -2.43  -0.26
45 C -1.92 8.55 -1.68  -0.02
46 C -2.21 9.88 -1.95  -0.02
47 N -2.09 6.21 -2.07  0.06
48 N -2.54 5.32 -2.82  0.08
49 C -2.14 3.99 -2.46  -0.19
50 C -2.12 3.11 -3.51  0.00
51 C -1.66 1.78 -3.38  0.03
52 C -1.24 1.37 -2.15  -0.31
53 O -0.67 0.17 -1.91  -0.17
54 C -1.33 2.23 -1.02  -0.18
55 N -0.90 1.66 0.12  0.07
56 C -0.92 2.37 1.22  -0.08
57 C -1.40 3.70 1.23  -0.01
58 C -1.81 4.29 0.06  0.02
59 C -1.77 3.55 -1.15  -0.09
60 H -3.31 13.42 -3.06  0.09
61 H -1.81 12.53 -2.70  0.10
62 H -3.19 12.46 -1.56  0.10
63 H -4.33 9.42 -4.55  0.12
64 H -3.79 7.04 -4.06  0.11
65 H -1.24 8.29 -0.88  0.11
66 H -1.76 10.66 -1.35  0.10
67 H -2.44 3.48 -4.47  0.12
68 H -1.59 1.12 -4.23  0.13
69 H -0.57 1.90 2.13  0.13
70 H -1.42 4.24 2.16  0.11
71 H -2.15 5.31 0.06  0.10
72 O 4.59 0.25 -5.31  -0.27
73 S 3.33 0.76 -4.85  0.64
74 O 2.94 2.09 -5.19  -0.30
75 N 3.22 0.57 -3.20  0.01
76 C 2.25 -0.22 -2.92  -0.45
77 O 1.90 -0.48 -1.69  -0.20
78 C 1.53 -0.86 -4.05  -0.13
79 C 0.52 -1.81 -4.04  0.01
80 C 0.04 -2.25 -5.27  -0.05
81 C 0.54 -1.74 -6.46  -0.06
82 C 1.56 -0.79 -6.47  -0.02
83 C 2.03 -0.37 -5.24  -0.21
84 H 0.14 -2.21 -3.11  0.10
85 H -0.74 -3.00 -5.30  0.11
86 H 0.15 -2.10 -7.40  0.11
87 H 1.97 -0.40 -7.39  0.12

Results
Charge: 0
Highest occupied orbital energy, hartree: -0.3000
Relative energy (zero: lowest compared OMol25 entry of this formula, charge and spin), kcal per mole: 21.0
Gap between HOMO and LUMO, eV: 6.89

# 3
The following is a DFT calculation (ωB97M-V/def2-TZVPD) of C39H27Cl5IrN4O4 as an isolated structure at a distorted geometry.

Last column: Löwdin charge in e.
Positions of all 80 atoms, in Å:
1 Ir 0.56 0.31 0.47  1.29
2 C -0.13 2.61 -2.13  -0.07
3 C -1.55 3.04 -2.32  -0.17
4 C -1.93 3.80 -3.37  -0.03
5 C -3.30 4.11 -3.64  -0.06
6 C -4.29 3.72 -2.82  -0.01
7 C -4.01 3.09 -1.53  -0.39
8 C -5.13 2.29 -0.91  0.02
9 C -2.55 2.69 -1.28  -0.27
10 N -1.92 1.51 0.84  -0.13
11 C -2.52 0.68 1.75  -0.37
12 O -3.71 0.45 1.72  0.12
13 C -1.61 -0.01 2.72  -0.15
14 C -2.08 -0.41 3.97  0.03
15 C -1.28 -1.20 4.77  -0.01
16 C -0.07 -1.67 4.27  0.03
17 C 0.31 -1.28 2.99  -0.21
18 N -0.43 -0.44 2.28  0.05
19 C 1.53 -1.87 2.34  -0.50
20 O 2.14 -2.77 2.89  0.05
21 N 1.76 -1.39 1.10  -0.01
22 C 2.94 -1.67 0.38  -0.22
23 C 4.20 -1.40 0.95  -0.20
24 C 4.33 -0.89 2.35  -0.02
25 C 5.34 -1.58 0.18  -0.05
26 C 5.27 -2.02 -1.13  -0.08
27 C 4.04 -2.30 -1.69  -0.07
28 C 2.87 -2.13 -0.96  -0.25
29 C 1.56 -2.42 -1.61  -0.05
30 H 0.48 2.83 -3.01  0.08
31 H -0.06 1.54 -1.93  0.03
32 H 0.30 3.13 -1.26  0.09
33 H -1.18 4.10 -4.10  0.11
34 H -3.54 4.61 -4.57  0.10
35 H -5.33 3.82 -3.11  0.11
36 H -5.44 1.49 -1.58  0.09
37 H -5.99 2.94 -0.72  0.09
38 H -4.81 1.85 0.04  0.07
39 H -3.06 -0.08 4.28  0.13
40 H -1.60 -1.48 5.76  0.12
41 H 0.58 -2.33 4.82  0.13
42 H 3.65 -0.05 2.53  0.06
43 H 5.35 -0.55 2.54  0.09
44 H 4.08 -1.67 3.06  0.08
45 H 6.31 -1.37 0.62  0.11
46 H 6.17 -2.12 -1.72  0.10
47 H 3.97 -2.65 -2.71  0.11
48 H 1.70 -2.81 -2.62  0.08
49 H 0.95 -1.51 -1.69  0.04
50 H 0.99 -3.15 -1.03  0.07
51 O -3.17 3.78 -0.63  0.11
52 C -2.32 1.46 -0.49  -0.08
53 O -0.68 2.00 1.09  -0.22
54 C -2.31 0.17 -1.06  -0.20
55 C -2.98 -0.12 -2.29  0.03
56 C -3.15 -1.42 -2.65  0.01
57 C -2.66 -2.46 -1.81  -0.14
58 C -2.93 -3.82 -2.05  -0.03
59 C -2.45 -4.78 -1.20  -0.07
60 C -1.64 -4.41 -0.10  -0.06
61 C -1.34 -3.10 0.14  -0.02
62 C -1.87 -2.08 -0.69  -0.21
63 N -1.65 -0.78 -0.38  0.12
64 H -3.38 0.69 -2.88  0.12
65 H -3.67 -1.68 -3.56  0.12
66 H -3.53 -4.10 -2.90  0.12
67 H -2.68 -5.82 -1.36  0.11
68 H -1.25 -5.18 0.56  0.11
69 H -0.73 -2.81 0.98  0.10
70 Cl 1.38 1.75 3.60  0.77
71 C 2.50 2.00 2.31  -0.70
72 C 2.20 1.53 1.04  -0.30
73 C 3.16 1.69 0.06  -0.68
74 Cl 2.77 1.07 -1.50  0.81
75 C 4.39 2.31 0.30  -0.70
76 Cl 5.56 2.43 -0.95  0.71
77 C 4.65 2.80 1.57  -0.70
78 Cl 6.15 3.57 1.90  0.70
79 C 3.71 2.65 2.58  -0.71
80 Cl 4.04 3.24 4.16  0.70

Results
Charge: 0
2S+1: 2
Highest occupied orbital energy (spin up / spin down), hartree: -0.2820 / -0.2895
Gap between HOMO and LUMO (spin up / spin down), eV: 6.21 / 5.98

Values of electronic energy, in order: -172558.75116, -144167.26998, -120479.41749, all in eV.